The following is a DFT calculation (ωB97M-V/def2-TZVPD) of a structure of composition C20H43AlCl28N2O2P at a distorted geometry.

Atoms and positions in Å:
Cl 6.3088 3.4572 5.1018
Cl -1.6500 3.9252 -8.1913
Cl 2.2783 0.6430 5.2042
Cl 5.3302 2.9545 7.8240
Cl -1.4492 -0.0829 4.8835
Cl -4.1805 -9.5909 -6.6296
Cl -5.0888 -8.0491 -4.3082
Cl 7.3376 6.6243 2.0665
Cl 5.1040 -0.3651 7.3734
Cl -5.2934 6.7610 0.2504
Cl 3.7201 -0.8615 3.1143
Cl -5.4376 -2.7722 0.8533
Cl 10.1360 6.0307 2.7646
Cl 4.3232 -6.6323 -4.0428
Cl -3.3447 -1.2585 2.2637
Cl 6.2639 -2.7591 6.1139
Cl 1.5393 1.7493 8.2983
Cl 2.5605 -4.2818 -0.6788
Cl 0.9013 -4.6288 -3.0776
Cl -1.4549 -5.9723 -4.9635
Cl -0.4460 -7.4150 -7.3357
Cl -2.8977 2.3331 5.7148
Cl -0.2329 0.7081 1.4605
Cl -4.0869 6.2347 2.8820
Cl -1.1533 2.1265 9.4265
Cl 1.1020 2.9801 -8.6343
Cl 1.8107 -7.8898 -4.9121
Cl -0.0227 -0.7065 -2.8755
P -3.3767 2.3579 0.8701
Al -1.5263 1.3180 -0.2285
O -2.1243 2.7954 -2.9586
O -2.5941 3.7484 1.4999
N -4.1260 3.0581 -0.5056
N 0.0445 2.8356 -3.6189
C 8.4788 6.2339 3.3554
C -3.0250 0.6405 5.2080
C -0.6648 -2.1400 -0.6259
C -0.2030 1.7448 7.9811
C -1.3164 -1.3613 -1.7583
C 4.7919 -1.9634 6.6953
C 2.9549 -7.6623 -3.5875
C -4.3966 -2.6685 2.2864
C 0.0640 4.3448 -8.1954
C -2.2083 -0.2259 -1.2918
C -0.9346 2.7840 -2.6297
C 2.1238 -3.6402 -2.2730
C 2.1632 -0.2331 3.6654
C -4.2957 7.3912 1.5734
C 4.8983 3.1056 6.1147
C 1.4329 2.5783 -3.2540
C -1.8455 -7.0427 -6.3090
C -5.5515 -9.1728 -5.5878
C -0.5424 2.7714 -1.2067
C -0.3647 2.2584 -4.9022
H -3.7824 -3.5608 2.3075
H 1.5692 1.6253 -2.7347
H 4.1233 -1.8409 5.8508
H -5.9181 -10.0852 -5.1346
H 0.3330 4.6630 -7.1951
H 0.5225 2.7576 -0.9881
H -1.3468 -2.1555 0.2273
H -3.4962 0.0877 6.0113
H -3.5108 3.1626 -1.3111
H 0.4096 1.5731 -5.2545
H 2.0131 2.5616 -4.1774
H -4.7913 8.2718 1.9630
H 1.7202 0.4437 2.9487
H -2.2056 -7.9721 -5.8900
H 0.2539 -1.6598 -0.2848
H -0.4811 0.7554 7.6396
H 8.1665 5.3043 3.8139
H -6.3060 -8.6997 -6.2038
H -5.0394 -2.6090 3.1563
H -0.4145 2.4896 7.2252
H -0.4836 3.0261 -5.6715
H -1.8530 -2.0603 -2.4042
H -0.9591 3.6802 -0.7529
H -1.2977 1.7131 -4.7907
H 1.7120 -2.6448 -2.1443
H 0.2206 5.1324 -8.9218
H 2.4345 -7.1876 -2.7637
H 4.4764 2.1641 5.7856
H -3.6064 0.6059 4.2933
H 1.8268 3.3777 -2.6275
H -2.6015 -6.5760 -6.9283
H 1.4946 -1.0703 3.8285
H 4.3597 -2.5843 7.4700
H -4.5517 3.9545 -0.3024
H 3.0134 -3.6452 -2.8890
H -2.4295 3.5622 2.4307
H 3.3589 -8.6285 -3.3121
H -3.0007 -0.7126 -0.7056
H -2.6941 0.2329 -2.1615
H -0.4260 -3.1655 -0.9167
H 8.4764 7.0482 4.0689
H -3.3180 7.6249 1.1701
H 4.1951 3.9222 6.0122

## Properties
ΔE to the lowest compared entry with this formula, charge and spin = 0.00 kcal per mole
total charge = -1
HOMO = -3.96 eV



The following is a DFT calculation (ωB97M-V/def2-TZVPD) of an isolated molecule of C17H24BClIN2O4P at a distorted geometry.

Atoms and positions in Å:
I -3.3045 2.9236 -0.0687
Cl -3.3515 -3.2654 -0.8154
P -5.1445 -0.4262 -0.5747
O 2.0350 4.5707 -2.8239
O 4.2132 1.3581 1.6926
O -0.2974 -3.7293 0.9697
O 2.0651 3.1215 0.6809
N 1.3206 -0.6920 0.1634
N -0.1356 2.1405 0.2348
C 4.4397 -0.5067 -0.2068
C -0.8350 0.9034 0.0283
C -6.2126 1.0777 -0.4460
C 1.9463 3.4350 -1.8840
C -2.5044 -1.6547 -0.4800
C -3.3161 -0.2736 -0.3842
C -5.9235 -1.7042 0.6344
C 1.2635 1.9775 0.4298
C 1.0113 -3.7334 3.1033
C -0.0856 -0.4515 -0.0189
C -0.2300 -3.1796 -0.3670
C 2.0437 4.0767 -0.4183
C 1.0106 -4.0549 1.5029
C 3.1595 2.4503 -2.2673
C 1.9402 0.5743 0.4075
C -2.4161 0.9627 -0.1519
C -0.9790 -1.7398 -0.3044
B 3.5680 0.5369 0.6980
H 0.5177 -4.5566 3.7208
H 3.4914 2.5831 -3.3682
H 2.1163 -3.5868 3.4107
H 0.8370 -3.0087 -0.7563
H -6.0628 1.6142 0.5727
H -5.1504 -2.4029 1.0964
H -6.4496 -1.1299 1.4716
H -6.0855 1.8700 -1.2562
H 4.0996 2.5901 -1.6270
H 0.9220 2.9523 -2.1183
H 3.0634 4.6291 -0.3785
H 5.5432 -0.3847 0.1020
H 3.0034 4.6890 -2.9652
H 1.2585 4.9100 -0.2401
H 4.3364 -0.1871 -1.3104
H 1.8727 -3.4447 1.0683
H -7.3250 0.7508 -0.4412
H -6.7404 -2.3074 0.0793
H 0.5131 -2.7064 3.2724
H 4.1284 -1.5962 -0.0477
H 1.1684 -5.1850 1.3864
H 2.8341 1.3404 -2.1896
H 3.5574 1.7658 2.2990
H -0.7300 -3.8962 -1.1150

## Properties
HOMO = -7.56 eV
SMILES = CCOCc1c(Cl)c(P(C)C)c(I)c2nc(OC[C@H](C)O)c(B(C)O)nc12



The following is a DFT calculation (ωB97M-V/def2-TZVPD) of a structure of composition C17H34CrN4O6.

Atoms and positions in Å:
Cr -0.9933 0.3034 0.5329
O -1.7620 1.2071 -1.1729
O -2.7324 1.4228 1.1400
O -0.1886 -0.2104 2.3966
O -1.1413 -1.1552 -1.0306
O -2.1696 -1.2240 1.2058
O -0.3078 2.0864 1.3991
N 1.2966 1.0729 -0.8852
N 0.9750 0.0282 -0.0778
N 2.5351 1.0253 -1.1710
N 3.0506 -0.0546 -0.5624
C -2.4305 -1.7949 -1.0683
C -1.2296 2.8888 2.1913
C -1.9485 -1.7391 2.5549
C -2.6233 -2.2993 0.3272
C -1.2156 -0.6759 3.3073
C -0.7369 -0.6440 -2.3236
C -2.5346 2.8240 1.4716
C 4.3029 -0.6352 -3.2882
C -3.1286 1.7090 -1.1926
C 0.9365 1.9005 2.1205
C 2.0772 -0.6742 0.0998
C 4.6291 -1.3590 -1.9868
C 0.7428 0.7052 3.0414
C -3.7505 1.2958 0.1242
C -1.2423 0.8007 -2.4673
C 4.4610 -0.4486 -0.7647
C 3.8473 -2.6596 -1.8381
H -2.0450 0.8679 -3.1974
H -0.7529 -1.0967 4.1995
H 2.7642 -2.4864 -1.8804
H -0.8480 3.9073 2.2446
H 1.6743 0.1815 3.2480
H -3.6596 -2.5345 0.5644
H 1.1632 2.8048 2.6830
H 2.1971 -1.5800 0.6720
H -1.3007 2.4686 3.1958
H -2.4845 3.4187 0.5602
H 4.0865 -3.1831 -0.9097
H -2.4102 -2.6228 -1.7771
H -0.4446 1.4823 -2.7468
H 0.3439 -0.7013 -2.3620
H 4.0831 -3.3332 -2.6603
H -3.1960 -1.0826 -1.3813
H 4.7825 -0.9408 0.1522
H -3.3673 3.1575 2.0895
H -4.0479 0.2504 0.1209
H -1.8658 0.1575 3.5791
H -1.3409 -2.6409 2.4715
H -1.9910 -3.1690 0.5076
H 5.6935 -1.6073 -1.9839
H 1.7201 1.7632 1.3873
H 3.2370 -0.3958 -3.3571
H 0.3057 1.0165 3.9896
H -3.0920 2.7866 -1.3424
H -3.6753 1.2698 -2.0262
H 4.8635 0.2941 -3.3891
H -1.1357 -1.2940 -3.0997
H -2.9147 -1.9743 2.9990
H 4.5473 -1.2673 -4.1404
H -4.6174 1.9022 0.3848
H 5.0088 0.4848 -0.8787

## Properties
2S+1 = 2
ΔE to the lowest compared entry with this formula, charge and spin = 0.00 kcal per mole
total charge = +3
HOMO (alpha / beta) = -19.18 / -19.18 eV